(1)
This record from OMol25 describes a molecular structure, C35H28FeN7O4S2. The level of theory is wB97M-V/def2-TZVPD.

CARTESIAN COORDINATES (ANGSTROEM)
Fe -0.027 -0.687 0.184
O 0.707 -2.142 -0.823
C 0.197 -3.256 -1.310
C 0.821 -3.885 -2.398
C 0.340 -5.076 -2.899
C -0.776 -5.692 -2.331
C -1.395 -5.088 -1.259
C -0.937 -3.871 -0.737
C -1.634 -3.304 0.395
N -1.403 -2.144 0.888
N -2.177 -1.766 1.973
C -1.723 -0.638 2.463
O -0.704 -0.006 2.003
C -2.463 -0.029 3.596
C -1.925 1.087 4.229
C -2.606 1.689 5.277
C -3.829 1.183 5.692
C -4.369 0.069 5.060
C -3.689 -0.538 4.017
H 1.689 -3.410 -2.837
H 0.840 -5.537 -3.742
H -1.147 -6.629 -2.722
H -2.259 -5.552 -0.797
H -2.413 -3.902 0.869
H -0.970 1.466 3.891
H -2.181 2.553 5.772
H -4.362 1.653 6.509
H -5.323 -0.327 5.384
H -4.092 -1.409 3.519
O -3.470 6.283 -0.178
N -3.790 5.116 -0.119
O -4.933 4.739 0.031
C -2.714 4.101 -0.157
C -1.456 4.589 -0.144
C -0.323 3.725 -0.160
C 0.998 4.203 -0.176
C 2.027 3.303 -0.195
C 1.733 1.934 -0.161
N 0.500 1.465 -0.140
C -0.523 2.344 -0.162
C -1.874 1.820 -0.206
N -1.976 0.477 -0.276
C -3.166 -0.069 -0.377
C -4.334 0.697 -0.386
C -4.254 2.058 -0.294
C -2.988 2.678 -0.210
H -1.314 5.660 -0.119
H 1.182 5.270 -0.173
H 3.059 3.625 -0.208
H 2.526 1.198 -0.129
H -3.204 -1.147 -0.455
H -5.295 0.207 -0.459
H -5.149 2.653 -0.294
S -0.386 0.063 -2.841
C 1.269 0.272 -3.028
N 1.848 1.208 -3.813
C 3.294 1.263 -3.650
C 3.573 -0.008 -2.817
N 2.235 -0.422 -2.424
H 1.289 1.911 -4.260
H 3.598 2.171 -3.122
H 3.803 1.240 -4.612
H 4.194 0.188 -1.945
H 4.060 -0.783 -3.412
H 2.010 -1.144 -1.746
S 1.945 -0.749 1.642
C 3.444 -1.174 0.799
C 3.645 -2.394 0.142
C 4.859 -2.685 -0.464
C 5.918 -1.787 -0.402
C 5.750 -0.593 0.283
C 4.526 -0.287 0.867
H 2.843 -3.116 0.125
H 4.987 -3.636 -0.967
H 6.868 -2.027 -0.861
H 6.573 0.106 0.368
H 4.404 0.640 1.415

## Properties
net charge	0
max |F|	0.014	Eh/bohr
energy	-111428.018	eV
multiplicity	6

These are the Mulliken partial charges, in e, on atoms 1 to 8: Fe 0.83; O -0.47; C 0.73; C -0.32; C -0.61; C -0.82; C -0.90; C 0.12

(2)
This record from OMol25 describes 2 unconnected molecules or ions with the total composition H3N3O2 in a non-equilibrium geometry. The level of theory is wB97M-V/def2-TZVPD.

CARTESIAN COORDINATES (ANGSTROEM)
H 0.739 -0.230 1.930
N 0.688 -1.254 2.119
N 0.049 -2.051 1.503
N 0.055 -3.085 0.999
O -0.728 -3.963 0.730
O -0.061 0.321 -0.554
H 0.045 -0.500 -0.986
H -0.919 0.615 -0.649

## Properties
net charge	0
max |F|	0.087	Eh/bohr
energy	-8608.280	eV

Here is what natural (NBO) gives for the atomic charges, in e: H 0.39; N -0.43; N 0.17; N 0.28; O -0.41; O -0.94; H 0.47; H 0.47

(3)
This record from OMol25 describes a molecular structure, C44H51As2Br4MoO6Si in a non-equilibrium geometry. The level of theory is wB97M-V/def2-TZVPD.

CARTESIAN COORDINATES (ANGSTROEM)
Mo 0.061 0.905 -1.063
C 0.880 3.836 1.274
C 1.714 4.269 0.080
As 3.137 3.147 -0.753
C 4.286 2.541 0.702
C 4.214 2.947 2.036
C 5.242 2.664 2.915
C 6.370 1.982 2.477
C 6.469 1.586 1.148
C 5.442 1.865 0.271
C 2.193 1.329 -1.439
C 2.761 0.112 -0.965
C 3.117 -0.911 -1.835
C 2.946 -0.763 -3.206
C 2.375 0.399 -3.714
C 1.991 1.422 -2.856
As 0.031 2.034 1.204
C 0.599 1.397 2.988
C 0.079 2.158 4.042
C 0.352 1.803 5.352
C 1.139 0.693 5.622
C 1.690 -0.033 4.581
C 1.429 0.320 3.262
C -1.847 2.309 1.625
C -2.515 1.134 1.979
C -3.834 1.191 2.385
C -4.492 2.415 2.423
C -3.842 3.576 2.031
C -2.511 3.532 1.638
H 0.084 4.578 1.429
H 1.467 3.826 2.200
H 2.260 5.183 0.350
H 1.063 4.555 -0.750
H 3.375 3.524 2.395
H 5.177 2.999 3.939
H 7.180 1.789 3.161
H 7.356 1.085 0.797
H 5.532 1.587 -0.777
H 3.047 0.034 0.085
H 3.571 -1.814 -1.454
H 3.303 -1.527 -3.881
H 2.298 0.540 -4.784
H 1.699 2.386 -3.284
H -0.546 3.026 3.836
H -0.059 2.389 6.158
H 1.319 0.399 6.645
H 2.325 -0.878 4.795
H 1.867 -0.249 2.451
H -1.973 0.186 1.933
H -4.351 0.292 2.685
H -5.516 2.460 2.755
H -4.370 4.518 2.036
H -2.002 4.452 1.359
Br -3.614 6.508 -2.754
C -3.116 4.784 -2.206
C -4.099 3.866 -1.788
Br -5.898 4.396 -1.740
C -3.751 2.569 -1.398
Br -5.051 1.348 -0.855
C -2.398 2.200 -1.392
O -1.846 1.066 -1.069
C -1.411 3.153 -1.780
O -0.206 2.606 -1.671
C -1.757 4.426 -2.209
Br -0.428 5.637 -2.771
C 1.111 -2.835 1.761
C 1.203 -3.853 0.629
C 2.663 -4.203 0.352
C 0.399 -5.097 0.970
O 0.683 -3.233 -0.579
Si -0.655 -2.416 -0.894
O -0.077 -0.736 -0.741
O -1.897 -2.503 0.100
C -3.210 -3.146 -0.023
C -4.080 -2.277 -0.922
C -3.064 -4.526 -0.646
C -3.768 -3.207 1.392
O -1.165 -2.493 -2.409
C -0.701 -2.354 -3.752
C 0.709 -2.914 -3.878
C -1.658 -3.147 -4.645
C -0.787 -0.856 -4.096
H 1.700 -3.162 2.613
H 0.078 -2.701 2.073
H 1.487 -1.878 1.394
H 3.083 -4.709 1.216
H 3.246 -3.305 0.164
H 2.745 -4.862 -0.505
H 0.851 -5.597 1.821
H 0.378 -5.786 0.133
H -0.617 -4.816 1.230
H -3.588 -2.149 -1.880
H -4.235 -1.304 -0.467
H -5.041 -2.755 -1.078
H -2.689 -4.437 -1.662
H -4.034 -5.016 -0.677
H -2.379 -5.146 -0.075
H -3.701 -2.229 1.858
H -3.219 -3.923 1.998
H -4.809 -3.509 1.366
H 0.691 -3.988 -3.714
H 1.357 -2.477 -3.122
H 1.096 -2.724 -4.874
H -1.542 -4.210 -4.453
H -1.445 -2.962 -5.693
H -2.690 -2.871 -4.443
H -0.433 -0.250 -3.225
H -1.823 -0.582 -4.296
H -0.186 -0.614 -4.970

## Properties
net charge	+3
max |F|	0.077	Eh/bohr
energy	-470298.524	eV

These are the Mulliken partial charges, in e, on atoms 1 to 8: Mo -0.66; C -1.13; C -0.73; As 0.51; C 0.45; C 0.16; C -0.90; C -0.50

(4)
This record from OMol25 describes 2 unconnected molecules or ions with the total composition C4H7O3 in a non-equilibrium geometry. The level of theory is wB97M-V/def2-TZVPD.

CARTESIAN COORDINATES (ANGSTROEM)
C -1.003 -1.630 2.877
C -0.298 -1.128 1.830
O -0.443 0.170 1.423
H -0.647 -2.511 3.446
H -1.887 -1.166 3.239
H 0.491 -1.671 1.310
H 0.011 0.150 0.499
O 0.847 -0.660 -2.608
C 0.785 0.338 -1.800
O 1.072 0.264 -0.560
C 0.367 1.683 -2.335
H -0.653 1.926 -1.977
H 0.975 2.484 -1.951
H 0.382 1.752 -3.391

## Properties
net charge	-1
max |F|	0.064	Eh/bohr
energy	-10405.003	eV

These are the natural (NBO) partial charges, in e, on atoms 1 to 8: C -0.61; C 0.18; O -0.72; H 0.18; H 0.19; H 0.17; H 0.51; O -0.75

(5)
This record from OMol25 describes a molecular structure, C4H7N3S in a non-equilibrium geometry. The level of theory is wB97M-V/def2-TZVPD.

CARTESIAN COORDINATES (ANGSTROEM)
C -0.471 2.077 0.024
C 0.691 -0.274 0.013
C 0.191 -1.506 -0.184
C -1.454 -0.112 0.060
H -0.520 2.370 -1.334
H -1.062 2.680 0.727
H 0.705 2.164 0.184
H 2.523 0.380 1.282
H 0.907 -2.448 -0.242
H -2.054 -2.137 0.264
H -2.856 1.103 -0.407
N -0.427 0.655 0.267
N -1.134 -1.490 0.219
N -2.804 0.029 -0.212
S 2.448 0.026 -0.117

## Properties
net charge	0
max |F|	0.192	Eh/bohr
energy	-19563.176	eV

These are the natural (NBO) partial charges, in e, on atoms 1 to 8: C -0.42; C -0.11; C -0.03; C 0.57; H 0.19; H 0.24; H 0.23; H 0.14

(6)
This record from OMol25 describes a molecular structure, C4H7NO2. The level of theory is wB97M-V/def2-TZVPD.

CARTESIAN COORDINATES (ANGSTROEM)
O 1.653 1.851 -0.550
N 1.742 0.532 0.035
C 0.528 -0.032 -0.132
C -0.069 -1.411 -0.225
C -1.478 -0.742 -0.125
C -0.777 0.606 0.132
O -0.224 0.521 1.444
H 2.564 2.158 -0.455
H 0.228 -2.113 0.556
H 0.136 -1.853 -1.207
H -2.104 -1.067 0.709
H -2.034 -0.787 -1.067
H -1.135 1.580 -0.199
H 1.052 0.727 1.127

## Properties
net charge	0
max |F|	0.009	Eh/bohr
energy	-9840.575	eV

These are the natural (NBO) partial charges, in e, on atoms 1 to 8: O -0.61; N -0.40; C 0.41; C -0.44; C -0.41; C 0.02; O -0.68; H 0.48